{
  "formula": "C19H27Cl8NO3",
  "method": "wB97M-V/def2-TZVPD",
  "elements": ["C", "C", "C", "C", "C", "C", "C", "O", "C", "C", "C", "C", "C", "C", "C", "O", "N", "C", "O", "H", "H", "H", "H", "H", "H", "H", "H", "H", "H", "H", "H", "H", "H", "H", "H", "H", "H", "H", "Cl", "C", "Cl", "H", "H", "Cl", "C", "Cl", "H", "H", "Cl", "C", "Cl", "H", "H", "Cl", "C", "Cl", "H", "H"],
  "xyz": [[-3.6479, 0.7570, -5.0933], [-2.2516, 1.0352, -5.9055], [-1.9342, -0.3712, -6.7535], [-0.9353, 1.2930, -4.9644], [-1.1769, 2.2753, -3.6756], [-0.0168, 3.4759, -3.7739], [-0.7707, 1.3967, -2.3314], [-1.4977, 1.7873, -1.1135], [-0.6975, 1.2502, 0.0367], [0.1252, -0.2033, -0.0523], [1.0584, -0.7802, 1.2099], [1.1695, 0.0625, 2.6118], [0.3248, 1.4678, 2.6504], [-0.6096, 2.1147, 1.4649], [0.7070, 1.9792, 4.1603], [0.2441, 2.9714, 4.9257], [1.8424, 1.1079, 4.7375], [1.9809, -0.2196, 4.0079], [2.5977, -1.3522, 4.3558], [-4.5235, 0.8519, -5.8993], [-3.7092, -0.3247, -4.6517], [-3.9031, 1.5328, -4.2554], [-2.3436, 1.9135, -6.7010], [-2.0336, -1.2706, -5.9757], [-2.6642, -0.5353, -7.6542], [-0.7867, -0.3770, -7.0724], [-0.5028, 0.2515, -4.6520], [-0.1203, 1.8136, -5.6640], [-2.2319, 2.7772, -3.6175], [-0.0578, 4.2131, -2.8559], [1.0317, 2.9078, -3.8148], [-0.1009, 4.0319, -4.8225], [0.4107, 1.5289, -2.2206], [-1.0598, 0.2614, -2.5432], [0.0995, -0.8973, -1.0040], [1.6582, -1.7864, 1.1259], [-1.1619, 3.1346, 1.6416], [2.6701, 1.6706, 4.3809], [-1.6793, -2.4735, 7.1135], [-0.1313, -1.6228, 7.0414], [0.1388, -0.9285, 5.4383], [-0.1322, -0.8191, 7.7816], [0.6730, -2.3283, 7.2636], [3.6796, -5.5089, 6.3181], [3.5020, -4.5100, 4.8705], [2.9812, -5.4806, 3.4878], [2.7559, -3.7350, 5.0623], [4.4638, -4.0466, 4.6378], [0.5205, -8.5572, 8.7701], [2.1533, -7.9496, 9.0698], [2.7675, -8.5179, 10.6270], [2.8156, -8.3027, 8.2758], [2.1313, -6.8571, 9.0734], [-0.7868, 4.4096, -7.6375], [-0.8854, 6.0643, -7.0232], [0.6450, 6.5639, -6.2928], [-1.1211, 6.7376, -7.8509], [-1.6738, 6.1172, -6.2685]],
  "forces_ev_per_angstrom": [[-0.7, 0.5, -0.9], [0.3, -1.3, -0.4], [0.6, 0.1, 1.0], [-0.2, 0.6, -0.8], [1.8, 0.4, 0.5], [0.0, -0.8, -0.6], [-0.1, -0.7, -1.9], [3.7, -1.6, 2.6], [1.3, -0.9, 2.6], [0.8, 1.4, 3.3], [-1.9, 3.4, 0.8], [-2.6, 1.1, -3.9], [0.6, -2.0, -1.0], [2.2, -3.8, -0.3], [-2.1, 3.7, 2.6], [2.9, -6.3, -5.3], [0.6, 0.3, -2.1], [1.5, -3.2, -1.4], [-2.9, 7.6, -2.4], [1.8, -0.3, 1.8], [0.3, 2.1, -0.8], [0.7, -1.5, -1.6], [0.0, -1.8, 1.9], [0.1, 1.9, -1.8], [1.5, 0.3, 1.7], [-2.6, 0.1, 0.3], [-0.8, 1.9, -0.4], [-1.7, -1.2, 1.5], [2.0, -1.3, -0.1], [0.1, -1.5, -2.0], [-2.2, 1.4, 0.3], [0.0, -1.0, 2.5], [-2.6, -0.5, 0.0], [0.8, 2.4, 0.4], [0.0, 1.8, 2.1], [-1.5, 2.2, 0.0], [1.2, -2.3, -0.5], [-0.7, -0.8, 1.0], [0.1, 0.0, 0.1], [0.1, 0.1, 0.4], [-2.0, -0.7, 1.0], [-0.1, -0.2, -0.3], [-0.2, 0.1, -0.2], [0.1, 0.0, 0.1], [0.0, 0.5, -0.1], [0.0, 0.1, -0.1], [0.2, -0.3, -0.1], [-0.2, -0.2, 0.1], [0.0, 0.1, -0.1], [0.2, 0.2, -0.2], [0.1, 0.1, 0.0], [-0.2, 0.0, 0.2], [-0.1, -0.3, 0.1], [-0.1, 0.0, -0.1], [-0.3, 0.3, 0.0], [-0.1, 0.1, 0.0], [0.2, -0.2, 0.2], [0.3, -0.1, -0.1]],
  "molar_mass_g_mol": 601.1,
  "multiplicity": 1,
  "smiles": "CC(C)C[C@H](C)COc1ccc2c(c1)C(=O)NC2=O.ClCCl.ClCCl.ClCCl.ClCCl",
  "max_force_ev_per_a": 8.7,
  "charge": 0,
  "e_above_lowest_kj_mol": 1364.9,
  "lumo_ha": -0.062
}